1.
DFT (ωB97M-V/def2-TZVPD) results for a structure of composition C11H33N7O7Zn.

Atoms and positions in Å:
Zn 0.232 0.398 -0.212
C 1.204 -2.014 -2.140
O 0.845 -1.185 -1.290
N 2.088 -3.001 -1.922
N 0.743 -1.999 -3.413
H 2.437 -3.547 -2.686
H 2.401 -3.134 -0.975
H -0.090 -1.479 -3.623
H 0.937 -2.809 -3.974
C -0.051 3.140 1.633
O -0.133 2.188 0.840
N 0.088 4.429 1.292
N 0.163 2.988 2.978
H 0.300 5.090 2.013
H 0.000 4.713 0.330
H 0.649 2.224 3.417
H 0.024 3.707 3.667
C -0.899 -1.083 2.609
O -0.272 -0.677 1.607
N -0.219 -1.139 3.774
N -2.233 -1.273 2.688
H -0.798 -1.105 4.597
H 0.703 -0.745 3.747
H -2.604 -1.513 1.780
H -2.691 -1.367 3.575
C -3.352 -3.006 -0.572
O -2.715 -1.828 -0.096
C -3.544 -0.709 -0.319
C -2.885 0.658 -0.313
N -1.654 0.525 -1.150
C -1.378 1.921 -1.712
C -0.090 1.875 -2.617
O 0.968 1.398 -1.736
C 2.233 1.700 -2.335
H -2.653 -3.829 -0.407
H -3.377 -3.101 -1.664
H -4.331 -3.254 -0.167
H -4.496 -0.654 0.220
H -3.825 -0.889 -1.368
H -2.543 1.042 0.652
H -3.525 1.477 -0.644
H -1.838 -0.201 -1.832
H -1.196 2.763 -1.057
H -2.190 2.237 -2.373
H -0.028 2.952 -2.770
H -0.261 1.226 -3.471
H 2.329 2.719 -2.718
H 2.556 0.886 -2.978
H 2.970 1.894 -1.548
C 3.391 -1.407 1.693
C 3.352 -0.154 0.781
O 2.041 0.484 0.751
O 2.845 -2.479 0.923
H 3.030 -1.289 2.719
H 4.450 -1.620 1.876
H 3.485 -0.399 -0.269
H 4.046 0.540 1.259
H 2.107 0.964 1.583
H 3.252 -3.248 1.346

Orbital gap ... 10.56 eV
LUMO energy ... -4.7906 eV
Energy above the lowest of the compared OMol25 structures with the same formula, charge and spin ... 2.165 eV
Spin multiplicity ... 1
HOMO energy ... -0.564 Eh
Charge ... +2

Atom-resolved charges from Mulliken, all expressed in e: Zn 0.407; C 0.275; O -0.210; N -0.347; N -0.433; H 0.186; H 0.246; H 0.197; H 0.210; C 0.351; O -0.234; N -0.368; N -0.431; H 0.180; H 0.211; H 0.159; H 0.207; C 0.409; O -0.268; N -0.454; N -0.353; H 0.217; H 0.176; H 0.308; H 0.177; C -0.979; O -0.212; C -1.148; C -0.516; N 0.193; C -0.962; C -0.354; O 0.548; C -1.037; H 0.304; H 0.343; H 0.356; H 0.355; H 0.587; H 0.233; H 0.524; H 0.248; H 0.137; H 0.723; H 0.487; H 0.252; H 0.369; H 0.341; H 0.177; C -0.521; C -0.647; O -0.015; O -0.444; H 0.240; H 0.506; H 0.353; H 0.378; H 0.100; H 0.262

2.
DFT (ωB97M-V/def2-TZVPD) results for a cluster of 2 separate species, Cl2HNOS in total.

Atoms and positions in Å:
N 1.817 -0.727 1.338
O 0.197 0.710 0.027
S 0.717 0.348 1.364
Cl 2.463 -1.360 -0.029
Cl -2.470 0.661 -1.971
H -2.724 0.369 -0.730

Orbital gap ... 9.46 eV
LUMO energy ... -1.1858 eV
Energy above the lowest of the compared OMol25 structures with the same formula, charge and spin ... 0.146 eV
Spin multiplicity ... 1
HOMO energy ... -0.391 Eh

Atom-resolved charges from Mulliken, all expressed in e: N -0.153; O -0.422; S 0.569; Cl 0.017; Cl -0.239; H 0.229

3.
DFT (ωB97M-V/def2-TZVPD) results for the ion CH3I2N2 with charge +1.

Atoms and positions in Å:
C -0.653 0.530 0.239
N -1.721 1.205 0.409
N 1.253 -2.312 -0.289
I 1.203 1.671 -0.039
I 2.617 -0.999 -0.064
H -2.501 0.590 0.483
H -1.623 2.218 0.395
H 1.424 -2.903 -1.133

Orbital gap (alpha / beta) ... 6.29 / 7.44 eV
LUMO energy (alpha / beta) ... -7.1450 / -5.9147 eV
Energy above the lowest of the compared OMol25 structures with the same formula, charge and spin ... 5.251 eV
Spin multiplicity ... 1
HOMO energy (alpha / beta) ... -0.494 / -0.491 Eh
Charge ... +1

Atom-resolved charges from Mulliken, all expressed in e: C -0.073; N -0.142; N -0.408; I 0.177; I 0.599; H 0.305; H 0.240; H 0.302

4.
DFT (ωB97M-V/def2-TZVPD) results for a cluster of 2 separate species, C4H10N2O in total.

Atoms and positions in Å:
C -0.214 0.214 0.242
C -0.619 1.209 -0.634
C -1.729 -0.061 -0.576
O -2.716 0.098 0.001
N 0.647 -0.755 -0.244
C 2.117 -0.355 -0.240
N 2.231 1.026 -0.246
H 0.502 -1.571 0.338
H -0.278 0.306 1.325
H -1.188 2.096 -0.410
H -0.022 1.270 -1.540
H -1.692 -0.900 -1.278
H -2.647 -1.409 1.890
H 2.536 -0.828 0.648
H 2.557 -0.806 -1.093
H -2.617 -0.887 2.416
H 3.133 1.353 -0.599

Orbital gap (alpha / beta) ... 7.99 / 8.43 eV
LUMO energy (alpha / beta) ... -6.6868 / -6.7717 eV
Energy above the lowest of the compared OMol25 structures with the same formula, charge and spin ... 5.468 eV
Spin multiplicity ... 2
HOMO energy (alpha / beta) ... -0.539 / -0.558 Eh
Charge ... +1

Atom-resolved charges from Mulliken, all expressed in e: C 0.232; C -0.563; C -0.116; O -0.218; N -0.350; C -0.393; N -0.445; H 0.325; H 0.398; H 0.351; H 0.245; H 0.469; H -0.031; H 0.363; H 0.410; H 0.054; H 0.268